Formula: C2H5NO2
Source: the OMol25 dataset
Level of theory: ωB97M-V with the def2-TZVPD basis set

Each line ends with the Löwdin charge.
Positions of all 10 atoms, in Å:
C: -0.1182 -0.9400 0.2290  0.001
C: 0.5343 0.4067 0.4060  -0.639
O: 1.5731 0.7087 0.9222  0.071
N: -0.2225 1.2764 -0.1782  0.060
O: 0.1997 2.7802 -0.3735  -0.041
H: 0.3764 -1.5129 -0.6562  0.131
H: -0.1004 -1.6228 1.0113  0.048
H: -1.2270 -0.7695 0.1230  0.089
H: -1.2615 1.1487 -0.2168  0.161
H: 1.1743 2.8277 -0.0650  0.119

Summary:
* charge: 0
* frontier orbital gap: 0.3944 Eh
* relative energy (zero: lowest compared OMol25 entry of this formula, charge and spin): 293.54 kJ/mol
* structure (SMILES): CC(=O)NO
* highest occupied orbital energy: -10.0 eV
* E: -7737.7090 eV



Formula: C2H5NO2
Source: the OMol25 dataset
Level of theory: ωB97M-V with the def2-TZVPD basis set

Each line ends with the Löwdin charge.
Positions of all 10 atoms, in Å:
N: -0.0575 -0.6287 0.9500  -0.041
C: -0.7198 0.0419 -0.1709  -0.132
C: 0.5359 0.6015 -0.9692  -0.586
O: 0.3160 1.3056 -1.9444  0.052
O: 1.6737 0.4370 -0.4120  0.079
H: -0.2162 -1.6424 0.8362  0.102
H: -0.5916 -0.3868 1.8317  0.119
H: -1.0573 0.9963 0.1415  0.107
H: -1.3801 -0.6059 -0.7785  0.132
H: 1.4969 -0.1185 0.5156  0.168

Summary:
* charge: 0
* frontier orbital gap: 0.3684 Eh
* relative energy (zero: lowest compared OMol25 entry of this formula, charge and spin): 93.78 kJ/mol
* structure (SMILES): NCC(=O)O
* highest occupied orbital energy: -9.5 eV
* E: -7739.7794 eV